ORCA calculation (ωB97M-V with the def2-TZVPD basis set) on a structure of composition C29H48Cl2NOPV.

The geometry in XYZ format:
```
83
C29H48Cl2NOPV, DFT ωB97M-V with the def2-TZVPD basis set
H 0.1963 6.1771 1.6219
H 5.9295 0.9096 -1.0414
H 0.2899 2.4645 1.8670
C 3.8092 1.1714 -0.7167
C -0.4059 2.5063 -4.5180
H 5.6386 0.5554 1.3753
H 1.7090 4.3149 0.9615
C 0.8140 1.7547 -1.9377
H -2.3450 -4.7596 0.5141
C -1.0108 -7.7784 2.8621
H 0.8640 4.2588 -4.3250
H -0.1024 -8.1151 3.3844
C -2.2381 -3.6750 0.3903
H -1.5762 3.0584 -0.4906
H -4.6326 -0.0013 -1.1023
C 4.6740 2.4288 1.8319
N -0.7310 -6.6058 2.0420
H -1.9197 5.5174 0.5460
H -0.3570 2.4660 -5.6118
V -0.6663 -2.6723 0.9124
H -1.9978 -6.8363 0.3787
C 0.6362 4.2503 0.7345
H 0.0402 3.7739 -2.0349
H 0.0909 4.8116 2.7383
H 4.7919 3.4864 1.5582
H 0.9129 -4.8682 4.2560
C -3.2627 -3.0682 -0.4055
C 5.2705 1.5839 -0.4837
C -0.2348 -5.4608 2.5484
O 0.0910 -4.5015 1.7857
C 0.1326 2.8044 0.8236
H -0.5039 0.0289 -2.0516
H 1.7341 2.7216 -4.3571
H 1.8082 3.6922 -2.0871
H 4.9116 2.3418 2.8982
H 3.5825 1.2518 -1.7886
C 5.6489 1.5873 1.0010
C -0.9266 -6.7712 0.6070
H -4.0086 -4.9390 -1.2347
H -1.3515 1.5848 -1.9998
H 3.6732 0.1137 -0.4420
P 1.0775 1.4462 -0.0954
H -1.3426 -8.5740 2.1876
C 0.8886 3.1971 -2.4337
H 2.5542 2.6760 2.1850
H -0.8361 -4.6589 4.4332
C -1.3737 2.7214 0.5390
Cl -0.8414 -1.1218 2.4606
C -0.5556 1.0896 -3.9530
C -4.1521 -3.8555 -1.2098
H -1.7986 -7.5943 3.6077
H 5.4187 2.5938 -0.8897
H -1.5040 0.6470 -4.2795
C 2.8380 2.0282 0.1121
H -0.4701 -7.7217 0.3077
H 1.6630 1.2077 -2.3869
H -6.1540 -1.4098 -2.4724
C 0.8345 3.2211 -3.9713
Cl 0.8175 -2.2899 -0.6420
H -5.8363 -3.8810 -2.5379
H 0.5083 4.6336 -0.2878
C -5.3446 -1.8688 -1.9082
H -2.1722 5.6313 2.2855
C -2.1608 3.6076 1.5189
C -3.4420 -1.6513 -0.4081
C 3.2138 2.0150 1.6046
H 2.8677 3.0652 -0.2690
H -2.7823 -1.0273 0.2074
H -3.2278 3.5697 1.2710
H -1.7201 1.6805 0.6187
H 0.2510 0.4592 -4.3525
C -4.4793 -1.0802 -1.1360
C -1.6600 5.0550 1.5072
H -0.4872 -5.9407 0.0498
C -0.4754 1.0658 -2.4178
H -2.0444 3.1944 2.5303
C -5.1657 -3.2619 -1.9406
H 3.0604 0.9964 1.9934
H 6.6699 1.9638 1.1267
C -0.0575 -5.3269 4.0364
C -0.1440 5.1388 1.7157
H -1.2995 3.0903 -4.2621
H -0.1142 -6.2937 4.5451
```

Results
Gap between HOMO and LUMO (alpha / beta) (eV): 6.86 / 6.60
E_tot (eV): -94412.52628
HOMO (alpha / beta) (Ha): -0.2552 / -0.2561
Max |F| (eV Å⁻¹): 3.11
Expectation value of S²: 0.85
2S+1: 2

These are the Mulliken partial charges, in e, on atoms 1 to 6:
1. H 0.378
2. H 0.400
3. H 0.529
4. C -0.751
5. C -0.679
6. H 0.328